## a
Density functional theory data (ωB97M-V with the def2-TZVPD basis set) for 2 unconnected molecules or ions with the total composition C5H10NO2.

CARTESIAN COORDINATES (ANGSTROEM)
C1 1.36976 0.03664 1.27972
C2 0.04598 0.58954 1.83037
C3 -1.11703 0.10455 0.94795
C4 -2.20632 -0.43730 1.51217
H1 1.47279 0.28794 0.19632
H2 2.22287 0.43629 1.88005
H3 1.36058 -1.04487 1.24681
H4 0.11547 1.69895 1.80326
H5 -0.01872 0.29089 2.88833
H6 -0.85330 0.04937 -0.13888
H7 -3.05261 -0.78508 0.91418
H8 -2.19878 -0.55384 2.58718
N1 0.52405 -0.14500 -3.54464
C5 0.37922 -0.06277 -2.14767
O1 0.14145 -1.16048 -1.56479
O2 0.59100 1.10159 -1.64706
H9 0.85681 0.62040 -4.07072
H10 0.36678 -1.02682 -3.97257

## Properties
* spin multiplicity: 2
* E_HOMO (spin up / spin down): -0.33708 / -0.33678 Ha
* Kohn-Sham gap (spin up / spin down): 9.87 / 5.21 eV
* E_LUMO (spin up / spin down): 0.70 / -3.96 eV
* net charge: 0

---

## b
Density functional theory data (ωB97M-V with the def2-TZVPD basis set) for 2 unconnected molecules or ions with the total composition C5H10NO2.

CARTESIAN COORDINATES (ANGSTROEM)
N1 -1.37031 -2.78284 0.41893
C1 -1.48315 -1.46701 0.17175
O1 -1.87877 -1.03248 -0.88991
O2 -1.13270 -0.65652 1.10663
H1 -1.34301 -3.03783 1.40826
H2 -1.98509 -3.32662 -0.16084
C2 2.41062 2.38259 0.15943
C3 1.41003 1.32944 -0.20746
C4 1.78069 0.06616 -0.34074
C5 0.00392 1.81974 -0.44360
H3 2.26335 3.28426 -0.43427
H4 3.42594 2.02588 0.06765
H5 2.24982 2.72424 1.18531
H6 1.04871 -0.69159 -0.51762
H7 2.81284 -0.22162 -0.22262
H8 -0.61513 1.04357 -0.85703
H9 0.07533 2.67138 -1.11139
H10 -0.42188 2.16313 0.50490

## Properties
* spin multiplicity: 2
* E_HOMO (spin up / spin down): -0.33007 / -0.32997 Ha
* Kohn-Sham gap (spin up / spin down): 9.66 / 5.80 eV
* E_LUMO (spin up / spin down): 0.68 / -3.18 eV
* net charge: 0

---

Which one sits at the bottom of the stability order? a does.

---

## a
Density functional theory data (ωB97M-V with the def2-TZVPD basis set) for 2 unconnected molecules or ions with the total composition C14H28N2O4.

CARTESIAN COORDINATES (ANGSTROEM)
C1 6.53864 0.78368 -0.98982
H1 7.65419 1.15900 -0.99942
H2 5.97039 1.71380 -1.24157
H3 6.47784 0.09967 -1.96913
C2 6.16141 -0.18365 0.03625
C3 7.10441 -1.19639 0.49293
H4 7.08958 -1.91499 -0.23992
H5 8.12642 -0.66069 0.46060
H6 6.82982 -1.64837 1.23247
O1 4.91290 -0.69153 0.08509
C4 3.69787 0.40460 0.18158
C5 2.40519 -0.56657 0.19539
H7 2.63480 -1.47173 1.07197
H8 2.46734 -1.23109 -0.53403
C6 1.23260 0.16931 0.27166
N1 -0.00633 -0.66832 0.61875
C7 -0.87513 -0.83470 -0.36482
O2 -1.01500 -0.04665 -1.34808
C8 -1.90818 -1.55404 -0.08976
O3 -1.95110 -2.30866 1.08841
N2 -3.05813 -1.67391 -1.00497
H9 -3.05733 -0.87144 -1.48553
C9 -4.30944 -2.13068 -0.59189
C10 -5.40847 -1.11281 -0.17542
C11 -4.97786 -0.16082 0.64704
O4 -3.70344 0.43385 0.76705
C12 -3.86553 1.57605 0.34343
C13 -2.65889 2.65408 0.95027
H10 -2.82481 3.51832 0.87156
H11 -2.67263 2.31058 2.13060
H12 -1.75804 2.19704 0.53640
C14 -3.85034 1.88209 -1.30346
H13 -4.65509 1.49822 -1.63463
H14 -2.93518 1.30927 -1.57484
H15 -3.82987 2.89617 -1.43402
H16 -4.77910 2.39491 0.75629
H17 -5.78845 0.33920 0.97034
H18 -4.81049 -0.99600 1.99455
H19 -5.46850 -0.46983 -1.20319
H20 -6.42402 -1.51224 -0.06727
H21 -4.10102 -2.97961 0.37638
H22 -4.76069 -2.76664 -1.27213
H23 -0.13816 -1.32291 1.29855
H24 1.25258 0.69974 1.30291
H25 1.01919 0.86330 -0.56762
H26 3.83298 0.76364 -0.75263
H27 3.92999 0.76901 1.07500
H28 6.25307 0.53877 1.08869

## Properties
* spin multiplicity: 1
* E_HOMO: -0.32755 Ha
* Kohn-Sham gap: 8.14 eV
* E_LUMO: -0.78 eV
* net charge: 0

---

## b
Density functional theory data (ωB97M-V with the def2-TZVPD basis set) for C14H28N2O4 in the gas phase.

CARTESIAN COORDINATES (ANGSTROEM)
C1 4.41073 -4.39905 0.82598
C2 3.52225 -3.39424 0.09002
C3 3.65547 -2.00056 0.69453
O1 2.14516 -3.73254 0.16637
C4 1.75642 -4.91264 -0.50106
C5 0.23837 -4.89588 -0.68344
C6 -0.20571 -3.88869 -1.74137
N1 0.11971 -2.54232 -1.34120
C7 -0.65985 -1.48634 -1.55505
O2 -1.73915 -1.48660 -2.12931
C8 -0.05251 -0.18818 -1.01133
O3 1.04317 -0.15052 -0.47741
N2 -0.86110 0.85368 -1.22484
C9 -0.59097 2.20193 -0.79811
C10 -1.63945 2.69356 0.19836
C11 -1.34862 4.11801 0.66118
O4 -2.38947 4.51948 1.51756
C12 -2.14418 5.69600 2.26922
C13 -2.15646 6.95770 1.40215
C14 -3.23214 5.75975 3.33661
H1 4.06698 -4.51019 1.85173
H2 5.43573 -4.03921 0.83512
H3 4.39268 -5.37277 0.34148
H4 3.81955 -3.36829 -0.97404
H5 4.66878 -1.63238 0.56300
H6 2.96079 -1.31159 0.22093
H7 3.42544 -2.04068 1.75580
H8 2.04427 -5.79705 0.08581
H9 2.25525 -4.97495 -1.48111
H10 -0.21811 -4.64408 0.27423
H11 -0.09343 -5.89149 -0.97932
H12 0.28797 -4.11662 -2.69558
H13 -1.28733 -3.93547 -1.89903
H14 0.96511 -2.41761 -0.78871
H15 -1.74188 0.63649 -1.67784
H16 -0.56825 2.86393 -1.67141
H17 0.40075 2.19071 -0.33803
H18 -2.62910 2.67586 -0.26117
H19 -1.66145 2.03573 1.06790
H20 -0.38397 4.15456 1.19211
H21 -1.28053 4.78353 -0.21324
H22 -1.15637 5.60772 2.75618
H23 -3.09145 7.01318 0.84988
H24 -2.06586 7.83707 2.03368
H25 -1.33044 6.95602 0.69506
H26 -3.06755 6.60960 3.99268
H27 -3.22542 4.84651 3.92466
H28 -4.20396 5.85569 2.86066

## Properties
* spin multiplicity: 1
* E_HOMO: -0.34502 Ha
* Kohn-Sham gap: 10.31 eV
* SMILES: CC(C)OCCCNC(=O)C(=O)NCCCOC(C)C
* E_LUMO: 0.93 eV
* net charge: 0

---

Which one sits at the bottom of the stability order? a does.

---

## a
Density functional theory data (ωB97M-V with the def2-TZVPD basis set) for C4H2ClNOS in the gas phase.

CARTESIAN COORDINATES (ANGSTROEM)
S1 2.69237 -1.80643 0.08278
C1 1.45976 -0.71166 -0.17747
N1 1.43555 0.63213 -0.50974
C2 0.22762 1.20214 -0.17473
C3 -1.07407 0.69203 0.34713
C4 -0.93174 -0.75127 0.12605
Cl1 -2.39816 -1.77084 -0.16656
O1 0.18965 -1.35468 -0.21928
H1 0.36305 2.37069 0.18659
H2 -1.96402 1.49788 0.50522

## Properties
* spin multiplicity: 1
* E_HOMO: -0.33297 Ha
* Kohn-Sham gap: 7.86 eV
* SMILES: S=c1nccc(Cl)o1
* E_LUMO: -1.20 eV
* net charge: 0

---

## b
Density functional theory data (ωB97M-V with the def2-TZVPD basis set) for C4H2ClNOS in the gas phase.

CARTESIAN COORDINATES (ANGSTROEM)
O1 -0.83498 -2.28964 -0.46745
C1 -0.39330 -1.20044 -0.26559
N1 0.85302 -0.78308 0.14380
C2 1.01849 0.55919 0.39879
S1 2.39250 1.30605 0.84581
C3 -0.31887 1.14267 0.14085
C4 -1.11839 0.17660 -0.33747
Cl1 -2.72285 0.30657 -0.93689
H1 1.63708 -1.45052 0.29316
H2 -0.51268 2.23260 0.18498

## Properties
* spin multiplicity: 1
* E_HOMO: -0.34934 Ha
* Kohn-Sham gap: 7.97 eV
* SMILES: O=C1NC(=S)C=C1Cl
* E_LUMO: -1.53 eV
* net charge: 0

---

Which one sits at the bottom of the stability order? a does.

---

## a
Density functional theory data (ωB97M-V with the def2-TZVPD basis set) for C5H10S2 in the gas phase.

CARTESIAN COORDINATES (ANGSTROEM)
C1 1.80856 -1.43763 0.17265
S1 0.64835 -1.46017 -1.24402
C2 -0.43875 -0.07612 -0.79379
S2 0.27859 1.61074 -0.78128
C3 0.61387 1.80605 1.04439
C4 -1.83331 -0.20877 -1.40228
C5 -1.64605 -0.36650 0.07479
H1 2.42339 -2.33354 0.07326
H2 2.42500 -0.53846 0.06397
H3 1.31327 -1.43996 1.14356
H4 1.00878 2.85824 1.19009
H5 -0.27383 1.71619 1.64123
H6 1.43586 1.12083 1.32617
H7 -1.95207 -1.14741 -1.90151
H8 -2.18450 0.71776 -1.85360
H9 -1.72681 -1.32949 0.58368
H10 -1.90035 0.50824 0.66267

## Properties
* spin multiplicity: 1
* E_HOMO: -0.30829 Ha
* Kohn-Sham gap: 9.20 eV
* SMILES: CSC1(SC)CC1
* E_LUMO: 0.81 eV
* net charge: 0

---

## b
Density functional theory data (ωB97M-V with the def2-TZVPD basis set) for 2 unconnected molecules or ions with the total composition C5H10S2.

CARTESIAN COORDINATES (ANGSTROEM)
C1 0.85635 -1.31562 0.60420
C2 0.79509 0.07998 0.06382
C3 1.33255 1.03462 1.08422
S1 1.31546 0.03738 -1.71638
H1 0.22433 -1.53867 1.44769
H2 0.53213 -2.16222 -0.11105
H3 1.87800 -1.46290 0.77090
H4 -0.26494 0.38568 -0.06895
H5 2.36367 1.32795 0.86380
H6 1.10602 0.67898 2.01795
H7 0.76679 1.91526 1.11913
H8 2.67840 -0.38462 -1.62980
C4 -2.59341 -0.10219 -1.30705
C5 -2.95647 0.74521 -0.41549
S2 -3.21806 1.89779 0.58958
H9 -2.50092 -1.06218 -0.88697
H10 -2.31502 -0.07447 -2.42560

## Properties
* spin multiplicity: 1
* E_HOMO: -0.32302 Ha
* Kohn-Sham gap: 8.57 eV
* SMILES: CC(C)S.C=C=S
* E_LUMO: -0.22 eV
* net charge: 0

---

Which one sits at the bottom of the stability order? b does.

---

## a
Density functional theory data (ωB97M-V with the def2-TZVPD basis set) for C2H3IO2 in the gas phase.

CARTESIAN COORDINATES (ANGSTROEM)
O1 1.23227 -0.40114 1.38636
C1 0.81325 0.62163 1.01862
O2 -0.52345 0.78476 0.14311
C2 -0.75229 -0.35989 -0.61018
I1 0.58063 -0.68636 -2.22635
H1 1.15612 1.61488 1.19114
H2 -0.75381 -1.25977 -0.04715
H3 -1.75273 -0.31412 -0.85555

## Properties
* spin multiplicity: 1
* E_HOMO: -0.35118 Ha
* Kohn-Sham gap: 9.95 eV
* SMILES: O=COCI
* E_LUMO: 0.40 eV
* net charge: 0

---

## b
Density functional theory data (ωB97M-V with the def2-TZVPD basis set) for C2H3IO2 in the gas phase.

CARTESIAN COORDINATES (ANGSTROEM)
C1 -0.67255 -1.57181 0.27530
C2 -0.36512 -0.23906 -0.00670
O1 -0.80656 -2.65098 -0.14866
O2 0.21173 -1.56746 -2.81865
I1 -0.86745 -3.09617 -2.60783
H1 0.36824 0.07156 0.79983
H2 -0.06267 -0.26621 -1.11444
H3 -1.13464 0.45296 0.14984

## Properties
* spin multiplicity: 1
* E_HOMO (spin up / spin down): -0.27067 / -0.31228 Ha
* Kohn-Sham gap (spin up / spin down): 5.70 / 8.24 eV
* E_LUMO (spin up / spin down): -1.66 / -0.26 eV
* net charge: 0

---

Which one sits at the bottom of the stability order? b does.